(1)
Here is 2 unconnected molecules or ions with the total composition C25H30BN2 from the OMol25 dataset. Energies are from ωB97M-V with the def2-TZVPD basis set.

Geometry as XYZ:
```
58
Properties=species:S:1:pos:R:3:nbo_charge:R:1
H -5.78711 3.72677 2.25803 0.226
H -0.38059 0.11913 -0.26214 0.252
C 0.64272 -3.80052 -5.59283 -0.249
C -5.33824 2.93450 2.85903 -0.640
H -1.54505 -1.58689 -2.38423 -0.025
C -3.48096 1.26476 2.84821 -0.210
H -1.78729 -0.07065 2.87805 0.227
C -3.61732 2.78341 0.98073 -0.210
H 2.43155 -0.91331 -5.65996 0.229
H -0.90153 2.62155 3.20428 0.240
C 0.67718 0.82225 1.45166 -0.185
H -2.15265 -4.03948 -4.04546 0.250
H -6.09388 2.16269 3.02929 0.235
C -1.77271 1.18298 1.10410 -0.075
H 4.38095 -0.91008 1.89159 0.232
C -1.15669 -4.50554 -3.99250 -0.658
N 2.79552 0.45681 2.20797 -0.281
H 1.65659 0.54759 -4.19721 0.228
H 0.42433 -4.71580 -6.13952 0.237
C 0.81092 1.38666 2.80807 -0.004
C 1.74560 2.15239 5.35470 -0.182
H 0.13613 0.31090 -3.29507 0.249
H 0.16014 -1.58698 -1.37181 -0.089
C 2.00398 0.37307 1.11514 0.414
H -2.20520 2.41785 -0.63563 0.225
H 1.73651 -0.11671 -0.88328 0.257
C 1.01367 -1.47867 -4.18164 0.285
H 4.76426 0.77916 1.52501 0.229
C 1.58861 -2.88160 -6.04369 -0.118
C 0.04561 2.24608 3.59292 -0.190
C -2.30859 0.72504 2.33742 -0.193
H -4.09309 3.63669 0.48368 0.229
N 0.18941 -2.43862 -3.68893 -0.401
C 2.54861 -0.09763 -0.15649 -0.694
C 1.75591 -1.69943 -5.33338 -0.248
H 2.94440 -1.12086 -0.06144 0.263
H -3.89764 0.86811 3.77574 0.226
H -0.80993 -3.30000 -1.77097 -0.025
H 1.70347 -0.16037 -2.59177 0.220
H 3.35403 0.55443 -0.54267 0.257
C 4.21184 0.12339 2.20350 -0.422
C -0.47180 0.67792 0.67707 0.059
H -1.17461 -5.36662 -4.67309 0.224
C -0.06692 -3.55471 -4.42241 0.297
C -4.12796 2.32970 2.20843 0.026
H 2.06132 2.42474 6.36371 0.236
H -0.08809 3.29772 5.47228 0.233
H 2.17528 -3.07368 -6.93814 0.234
B -0.51066 -2.21884 -2.26046 -0.241
C 2.57032 1.35263 4.54537 -0.222
H 3.53674 0.97817 4.88228 0.227
H 4.61974 0.25217 3.20325 0.238
H -1.02356 -4.90030 -2.97676 0.260
C 2.10176 1.03308 3.27543 0.115
C -2.52744 2.15135 0.37942 -0.181
C 0.51822 2.62755 4.86155 -0.200
C 1.11656 -0.13401 -3.52140 -0.647
H -5.10239 3.35010 3.84498 0.232
```

Calculated values
Charge   +1
Maximum force   1.90 eV Å⁻¹
LUMO energy   -4.32 eV

---

(2)
Here is 2 unconnected molecules or ions with the total composition C2H10NS from the OMol25 dataset. Energies are from ωB97M-V with the def2-TZVPD basis set.

Geometry as XYZ:
```
14
Properties=species:S:1:pos:R:3:nbo_charge:R:1
N 2.29351 1.16919 0.26312 -1.112
C -1.75708 -1.14448 -1.10986 -0.828
S -0.66437 0.17193 -0.69859 0.745
H 0.20780 -0.74104 1.41702 0.281
H 3.24449 0.92654 0.00157 0.386
H -2.81039 -0.92263 -0.94051 0.275
H -1.67110 -1.56815 -2.10767 0.288
H 2.39467 1.39529 1.24968 0.368
H 2.05626 2.07834 -0.12645 0.369
H -1.71310 -2.00300 -0.44025 0.268
H 0.35501 -0.32088 -1.39502 0.188
C -0.42872 0.03621 1.03229 -0.770
H -1.43994 -0.05247 1.42947 0.265
H -0.06705 0.97513 1.42520 0.278
```

Calculated values
Charge   +1
ΔE to the lowest compared entry with this formula, charge and spin   26.4 kcal per mole
Maximum force   2.64 eV Å⁻¹
LUMO energy   -3.45 eV

---

(3)
Here is a molecular structure, C34H43N9O7PtS3 from the OMol25 dataset. Energies are from ωB97M-V with the def2-TZVPD basis set.

Geometry as XYZ:
```
97
Properties=species:S:1:pos:R:3:mulliken_charge:R:1
C -3.35257 -0.35896 0.04536 -1.268
H -0.50698 -6.54363 0.51303 0.402
C 1.47255 1.37212 1.45583 0.861
H -3.75505 -0.91153 0.86728 0.092
H 7.54240 5.08186 0.54511 0.382
O 0.47064 -0.03595 -4.52071 -0.711
H -1.94182 -5.60473 0.98111 0.082
C -4.22663 -4.33611 0.63070 0.433
S 3.87925 5.53051 0.85231 1.245
C -0.66067 1.52567 1.30344 -0.381
C -1.29777 -5.19197 -1.55969 -0.831
H -4.73085 -2.84333 3.49113 0.673
C -0.04955 -2.92229 4.01659 -0.966
O -3.52050 -3.52745 0.01674 -0.887
C 5.49192 5.52929 0.11755 -0.516
C -1.18440 3.14926 -4.33645 -0.638
H -4.37388 -6.43427 0.25144 0.341
N -0.75429 -0.23339 -2.37047 0.074
C 2.25344 -2.99556 -2.03397 -0.809
H 6.42626 3.94347 1.28556 0.265
H -1.56682 5.20136 -4.75635 0.346
N 0.37419 0.64240 1.30087 -0.492
H -4.79830 1.25035 -0.20039 0.519
H 6.60803 5.56686 1.96437 0.315
H -4.20822 -2.19272 1.95389 -0.260
C -1.86720 -0.02269 -1.58310 0.468
C 0.33558 2.68406 -2.51420 0.601
H -5.01920 -4.89766 2.41958 0.266
N -1.65172 -2.84154 2.22526 0.358
O -2.16302 3.80437 1.18814 -0.628
O -0.45415 5.06219 1.57493 -0.672
C -1.06114 -3.10792 4.94468 -0.657
H 1.11435 4.41336 -1.51583 0.211
H -4.77679 -5.39637 -1.12896 0.347
H 1.58570 4.70835 1.68354 0.565
C 0.48270 4.03005 -2.30109 -0.462
N -0.98820 3.97858 1.44028 1.123
H -0.90098 -6.19348 -1.74287 0.433
H -5.92346 -5.59390 0.21223 0.524
H 5.64574 6.58396 -0.12244 0.441
C 2.58576 -1.70082 -2.53468 -1.424
H -2.36933 -5.23806 -1.39547 0.127
H -1.69331 1.24215 1.20356 0.781
C 0.81640 -4.51550 -0.60810 -1.139
C -0.18031 2.78681 1.45293 -0.189
C -3.89674 0.74100 -0.49645 -0.178
O -1.97013 0.35278 -4.48702 -0.635
N 1.19712 2.69713 1.56684 0.370
Pt -1.38209 -2.64572 -0.19739 0.995
H -0.41827 6.97613 -3.49441 0.214
H -3.19160 -3.25828 5.17682 0.516
H 0.71541 6.59436 -2.24865 0.174
H 0.37900 -2.63306 1.94206 0.418
C -2.62916 -2.98155 3.13323 0.777
H 2.97984 -3.79244 -2.15786 0.534
C -0.39209 -2.79477 2.68557 -0.412
C 2.83838 0.78761 1.55885 -1.700
N -0.64349 -4.62132 -0.34377 -0.148
H -0.35823 -5.20432 1.66994 0.396
O 3.95292 6.03954 2.19251 -0.677
H 2.74353 -0.29567 1.53115 0.323
C 0.41204 -0.86218 -1.72267 2.686
C -2.36644 -3.13463 4.48836 -0.792
N -4.45043 -4.21131 1.95166 -0.036
H 2.40391 3.77624 2.90572 0.176
C -0.17842 4.97588 -3.11776 0.577
H -1.84179 2.79188 -5.11793 0.545
H 0.55670 -0.34379 -0.73968 -0.748
H 0.84767 1.99151 -1.85357 -0.076
H -0.83989 -3.22067 5.99736 0.438
C -4.05815 -3.00498 2.65172 -0.605
C -4.87036 -5.51044 -0.05334 -1.540
C 0.10726 -2.23889 -1.25221 0.245
S -2.96165 1.28024 -1.82326 0.082
C -0.49191 2.22918 -3.54299 -0.124
O 2.95415 6.12515 -0.08682 -0.625
S -0.68063 0.54859 -3.91195 1.438
H 2.01533 0.31273 -2.70949 0.647
C -1.03352 4.49861 -4.12945 -0.960
H 3.48741 1.09898 0.74011 0.309
H 0.98882 -2.87685 4.31282 0.517
H 3.55147 -1.54470 -2.99351 0.486
C 1.72256 -0.68078 -2.40777 -0.483
H -1.09575 -4.55786 -2.41909 0.378
N 0.00817 6.28917 -2.89926 -0.388
H 3.19702 3.46299 -0.04123 0.371
H 1.32130 -4.46082 0.35913 0.397
C 2.14098 3.79142 1.84900 -1.210
N -2.19253 -0.80093 -0.56328 -0.104
C 1.08832 -3.24840 -1.36402 0.786
C -0.87605 -5.55099 0.78018 -0.882
H 3.32144 1.06574 2.49714 0.472
C 3.39832 3.79979 0.97679 -0.719
H 1.17540 -5.41286 -1.11854 0.532
H 4.22686 3.23483 1.39817 0.617
H 5.40387 4.98443 -0.82386 0.357
C 6.57635 4.99512 1.03942 -1.074
```

Calculated values
Charge   +2
ΔE to the lowest compared entry with this formula, charge and spin   6.4 kcal per mole
Maximum force   0.76 eV Å⁻¹
LUMO energy   -6.61 eV

---

(4)
Here is 2 unconnected molecules or ions with the total composition C2H9N3 from the OMol25 dataset. Energies are from ωB97M-V with the def2-TZVPD basis set.

Geometry as XYZ:
```
14
Properties=species:S:1:pos:R:3:nbo_charge:R:1
C -1.75769 1.36802 1.34325 -0.027
N 0.65285 -0.21761 -1.66282 -0.885
H 1.07720 0.69349 -1.92773 0.354
H 0.69795 -2.18345 -0.94217 0.165
H -0.87913 1.63591 1.99533 0.176
N 1.25418 -0.89394 0.63882 -0.855
H 0.33085 -0.59252 0.88680 0.363
H 2.39090 -1.31139 -1.01299 0.180
C 1.29452 -1.16186 -0.77673 -0.048
H -2.44354 0.30127 -0.29048 0.366
H -2.72195 1.84424 1.67512 0.161
H -0.19825 0.08286 -1.17947 0.372
H 1.91909 -0.11073 0.92526 0.342
N -1.61697 0.54572 0.32782 -0.663
```

Calculated values
ΔE to the lowest compared entry with this formula, charge and spin   43.8 kcal per mole
Maximum force   2.55 eV Å⁻¹
LUMO energy   0.69 eV

---

(5)
Here is C12H7N5O9 in the gas phase from the OMol25 dataset. Energies are from ωB97M-V with the def2-TZVPD basis set.

Geometry as XYZ:
```
33
Properties=species:S:1:pos:R:3:nbo_charge:R:1
N 0.02973 -0.72200 -2.39736 0.537
C -2.38324 2.47563 1.50330 0.250
O -0.00620 -1.48898 -3.32876 -0.368
O 3.76009 -1.72538 1.58883 -0.627
N -0.36707 1.28779 1.79604 -0.203
O 4.22457 -3.36722 -1.92262 -0.378
O 4.33841 -3.81696 0.17502 -0.339
C -3.29686 3.49288 1.72961 -0.263
C 0.96725 -1.01607 -1.33394 -0.037
C 1.75115 0.16904 2.17234 0.680
O -0.63227 0.28296 -2.27955 -0.370
N -4.55702 1.67543 -1.12496 0.503
O 2.63958 0.04728 3.01454 -0.629
H -3.25245 4.22419 2.51008 0.238
H 0.88293 1.49336 3.39268 0.383
O -4.14400 0.61277 -1.51842 -0.337
O -2.75840 1.74417 0.44255 -0.343
C -4.27642 3.37068 0.73578 -0.241
C 1.95960 -1.96557 -1.53460 -0.095
O -5.51133 2.28316 -1.56629 -0.372
C 1.78062 -0.55279 0.88551 -0.284
H -5.14661 3.97389 0.57991 0.258
N 3.89933 -3.20849 -0.76795 0.532
C -1.18287 2.17329 2.22159 0.009
N 0.73704 1.02679 2.48890 -0.415
C 2.86939 -2.21091 -0.52654 -0.082
C 0.87090 -0.32359 -0.13792 -0.095
H -1.01068 2.74845 3.13622 0.181
H 2.02967 -2.49980 -2.47168 0.280
C 2.82776 -1.50553 0.69826 0.496
H 3.61566 -1.12956 2.37473 0.523
C -3.89556 2.28183 -0.01856 0.320
H 0.07267 0.39440 -0.01887 0.287
```

Calculated values
Maximum force   1.73 eV Å⁻¹
LUMO energy   -1.49 eV